Record 1
ORCA calculation (ωB97M-V/def2-TZVPD) on a cluster of 2 separate species, CHIS2 in total in a non-equilibrium geometry.

The geometry in XYZ format:
```
5
Properties=species:S:1:pos:R:3:nbo_charge:R:1
C -0.13889 1.21502 -1.30260 -0.718
S -1.36346 2.31666 -1.06905 0.230
S -1.27006 0.75117 -2.43225 0.200
I 1.99433 1.44539 -1.77317 0.193
H -0.20955 -0.34171 -0.13038 0.094
```

- lowest unoccupied orbital energy (alpha / beta) (eV) = -1.07 / -0.93
- gap between HOMO and LUMO (alpha / beta) (eV) = 7.89 / 7.79
- ΔE to the lowest compared entry with this formula, charge and spin (kJ/mol) = 425.2
- HOMO level (alpha / beta) (eV) = -8.963 / -8.717
- 2S+1 = 1

Record 2
ORCA calculation (ωB97M-V/def2-TZVPD) on a structure of composition C14H19Cl3GeN6O4RuS3.

The geometry in XYZ format:
```
51
Properties=species:S:1:pos:R:3:nbo_charge:R:1
Ru 0.43551 0.17666 -0.35976 0.104
C 2.34010 -1.91335 -1.86160 -0.577
C 2.97656 -0.62043 -2.32299 -0.534
S 2.24629 0.84955 -1.47692 0.554
C 1.63786 1.74377 -2.97127 -0.532
C 0.25635 2.29849 -2.73119 -0.561
S -0.89533 1.08511 -2.04696 0.516
C -1.06289 -0.21411 -3.30013 -0.557
C -0.01643 -1.31444 -3.28076 -0.546
S 0.56082 -1.77066 -1.60046 0.565
H 2.56234 -2.74553 -2.53014 0.268
H 2.70130 -2.17471 -0.87211 0.274
H 4.04519 -0.62787 -2.11036 0.265
H 2.87053 -0.44871 -3.39090 0.236
H 2.33908 2.55134 -3.18199 0.267
H 1.65990 1.05521 -3.81195 0.227
H 0.27847 3.08227 -1.97196 0.252
H -0.16123 2.74251 -3.63540 0.270
H -2.04155 -0.63216 -3.08488 0.274
H -1.11422 0.26313 -4.27965 0.262
H -0.45533 -2.21821 -3.70274 0.268
H 0.86066 -1.07123 -3.87731 0.228
O -2.07011 -1.16607 -0.71539 -0.612
C -2.95092 -1.70099 -0.07016 0.478
C -3.00340 -1.74600 1.39084 -0.265
C -3.97792 -2.56085 1.96346 -0.101
C -4.04275 -2.68836 3.33239 0.016
C -3.15419 -2.04736 4.16896 -0.106
C -2.18596 -1.22051 3.61378 -0.284
C -2.12643 -1.05062 2.23831 0.403
O -1.17065 -0.17228 1.72800 -0.913
N -5.09936 -3.54567 3.91968 0.530
O -5.84896 -4.09187 3.14279 -0.342
O -5.12669 -3.62663 5.12474 -0.333
H -3.77144 -2.23120 -0.57909 0.155
H -4.68049 -3.10734 1.34719 0.271
H -3.22431 -2.19650 5.23745 0.277
H -1.47731 -0.71171 4.25168 0.244
N 4.25353 -2.21416 2.68117 -0.581
N 3.24167 -1.36102 2.36067 0.215
N 2.69676 -0.57547 3.25402 -0.226
C 1.71770 -0.02222 2.55592 0.161
N 1.68542 -0.47653 1.29879 -0.321
N 2.69166 -1.34036 1.19130 -0.078
H 4.76339 -1.85909 3.47825 0.418
H 4.79601 -2.45817 1.86613 0.404
H 1.04496 0.69518 2.98632 0.227
Cl -1.64718 2.33200 3.83406 -0.259
Ge -1.62495 1.54968 1.90061 1.637
Cl 0.11613 2.35581 0.86934 -0.260
Cl -3.38597 1.84660 0.81202 -0.277
```

- lowest unoccupied orbital energy (eV) = -6.15
- gap between HOMO and LUMO (eV) = 8.79
- ΔE to the lowest compared entry with this formula, charge and spin (kJ/mol) = 0.0
- HOMO level (eV) = -14.940
- total charge = +2
- 2S+1 = 1

Record 3
ORCA calculation (ωB97M-V/def2-TZVPD) on a structure of composition C20H23N2O16S2 in a non-equilibrium geometry.

The geometry in XYZ format:
```
63
Properties=species:S:1:pos:R:3:nbo_charge:R:1
N -0.50576 -1.12986 0.15601 -1.043
H -0.10384 -2.07298 0.36544 0.429
H 0.39174 -0.92702 -0.31522 0.466
H -0.89455 -0.42663 1.01722 0.476
H -1.41874 -1.31502 -0.35352 0.457
C 3.83791 -3.69995 -0.35056 -0.534
C 2.72882 -2.85743 -0.66298 0.414
C 2.98052 -1.42670 -1.04612 0.437
O 1.89754 -0.75760 -1.27820 -0.832
C 4.28314 -0.98239 -1.16416 -0.555
C 5.41682 -1.86584 -0.80356 0.454
C 5.11557 -3.25383 -0.35698 0.369
O 6.13248 -3.91350 -0.06082 -0.683
O 6.59795 -1.48032 -0.92456 -0.631
O 1.56238 -3.23178 -0.63178 -0.733
H 3.64439 -4.73139 -0.03462 0.191
H 4.48508 0.00863 -1.42168 0.186
C -3.62767 0.41506 3.19860 -0.541
C -2.98280 0.05943 2.09793 0.403
C -3.70943 -0.80756 0.98934 0.373
O -3.27522 -0.89964 -0.22754 -0.790
C -4.91095 -1.31083 1.30952 -0.516
C -5.40669 -1.22501 2.64997 0.420
C -4.71043 -0.31175 3.69290 0.462
O -5.09113 -0.36962 4.81773 -0.609
O -6.24802 -2.01400 3.06587 -0.638
O -1.78954 0.44421 1.84128 -0.778
H -3.13926 1.00190 4.04084 0.193
H -5.35786 -2.06499 0.65399 0.198
C 4.14476 2.29649 2.28564 -0.620
C 4.04787 1.91089 0.79345 -0.398
C 2.62044 2.18199 0.24768 -0.526
C 2.24000 3.59562 0.36456 0.320
N 1.84585 4.67851 0.50132 -0.398
H 3.66864 1.49692 2.89536 0.209
H 3.82340 3.33742 2.58909 0.203
H 5.21224 2.19797 2.55903 0.199
H 4.28966 0.81022 0.76250 0.256
H 4.88791 2.36784 0.33182 0.202
H 1.89733 1.59563 0.74047 0.262
H 2.54774 1.94125 -0.81977 0.278
C -3.68717 2.96765 0.59441 -0.112
C -2.43527 3.39027 1.34416 -0.121
O -2.46883 4.88548 1.24447 -0.722
S -3.94375 5.28161 1.50355 2.582
O -4.20755 6.47918 0.78151 -0.923
O -4.14759 5.10477 2.90225 -0.935
O -4.58196 4.06423 0.77545 -0.716
H -4.13232 2.18407 1.17777 0.242
H -3.62705 2.72126 -0.47211 0.211
H -1.45150 3.05167 0.92375 0.245
H -2.38034 3.16455 2.45376 0.233
C 0.47097 -1.97215 -3.48084 -0.083
C -0.34748 -3.27032 -3.27397 -0.121
O -0.05736 -3.97652 -4.55154 -0.734
S -0.10636 -3.01657 -5.71005 2.600
O -1.43271 -2.78561 -6.12445 -0.955
O 0.82901 -3.41359 -6.71462 -0.937
O 0.44578 -1.77610 -4.89029 -0.718
H 1.55655 -2.13302 -3.27015 0.236
H -0.13257 -1.24811 -2.96688 0.221
H -1.41082 -3.06949 -3.30638 0.201
H 0.11999 -3.89759 -2.45527 0.274
```

- lowest unoccupied orbital energy (eV) = 5.55
- gap between HOMO and LUMO (eV) = 5.84
- HOMO level (eV) = -0.290
- total charge = -3
- 2S+1 = 1

Record 4
ORCA calculation (ωB97M-V/def2-TZVPD) on a structure of composition C32H39IN4O7Ru.

The geometry in XYZ format:
```
84
Properties=species:S:1:pos:R:3:mulliken_spin:R:1
Ru 0.52096 -0.00899 0.66006 4.154
C -1.17028 4.47367 1.94754 -0.002
N -2.12712 3.40498 1.66671 0.010
C -3.54049 3.76494 1.61001 0.001
C -1.69508 2.19115 1.35034 0.002
O -0.49218 1.88960 1.35769 0.055
C -2.73196 1.15229 0.96463 -0.003
O -2.04150 -0.01181 0.59533 0.009
C -2.69055 -1.24529 0.82395 0.008
C -1.76938 -2.10616 1.68563 -0.010
O -0.62499 -1.71715 1.91749 0.064
N -2.23625 -3.26974 2.13892 0.008
C -1.35004 -4.14534 2.89929 0.003
C -3.54806 -3.80705 1.81312 0.000
H -1.44483 4.97054 2.87662 0.000
H -1.17737 5.20156 1.13524 0.000
H -0.17620 4.04941 2.03850 0.002
H -3.66157 4.73811 2.07652 0.000
H -4.15481 3.05481 2.16155 0.000
H -3.89796 3.83342 0.58103 0.000
H -3.33821 1.52571 0.13216 0.001
H -3.39624 0.97127 1.81584 0.000
H -2.85551 -1.73566 -0.13850 -0.002
H -3.65502 -1.09495 1.31180 0.003
H -0.53157 -3.56328 3.30913 -0.002
H -0.94768 -4.92816 2.25255 0.000
H -1.91505 -4.60461 3.70915 0.000
H -3.99271 -3.29537 0.96437 0.000
H -4.22447 -3.73697 2.66674 0.000
H -3.44063 -4.85715 1.54250 0.000
C -0.94673 -4.15764 -1.05847 0.005
C 0.51919 -3.91750 -0.85934 0.003
N 1.31650 -4.96309 -0.83270 -0.004
C 2.64412 -4.79716 -0.76373 0.016
C 3.24179 -3.56138 -0.80644 -0.005
C 4.73770 -3.43755 -0.85633 -0.002
O 5.15874 -2.48698 0.12210 0.000
C 2.41410 -2.42564 -0.81062 -0.012
C 2.97759 -1.11416 -1.05732 -0.010
N 2.38061 -0.01916 -0.78625 0.137
C 2.94007 1.20866 -1.21119 0.001
C 4.28287 1.50742 -1.01641 0.001
C 4.78985 2.72787 -1.42937 0.000
C 3.95976 3.66197 -2.03292 0.005
C 2.61417 3.38004 -2.21720 -0.001
C 2.11395 2.15916 -1.79840 -0.018
I 0.09012 1.69968 -2.04860 0.049
C 1.01455 -2.58583 -0.75418 0.014
O 0.16892 -1.57636 -0.68536 0.185
H -1.13994 -5.22711 -1.01738 0.000
H -1.26063 -3.77927 -2.03423 0.000
H -1.54819 -3.64604 -0.31024 -0.002
H 3.24076 -5.69995 -0.70542 0.000
H 5.05500 -3.11519 -1.85664 -0.001
H 5.18133 -4.41776 -0.67028 0.000
H 6.12027 -2.49560 0.16720 0.000
H 3.93194 -1.07989 -1.58302 0.009
H 4.91133 0.78686 -0.50764 0.000
H 5.83442 2.95662 -1.26644 0.000
H 4.35417 4.61595 -2.35512 0.000
H 1.96212 4.10472 -2.68517 -0.002
C 6.07532 1.97552 6.66567 0.000
C 5.07313 1.63624 5.59613 0.005
C 4.94053 0.33768 5.12549 -0.004
C 3.99660 -0.00553 4.16377 0.012
C 3.92550 -1.42930 3.67166 0.004
C 3.18480 1.01168 3.64389 0.026
C 3.30533 2.33310 4.09178 0.006
C 2.41970 3.42622 3.55254 0.004
C 4.24098 2.61975 5.07266 -0.004
C 2.21967 0.70661 2.55230 -0.006
O 1.37278 -0.24203 2.66818 0.179
O 2.21363 1.37400 1.48945 0.103
H 6.82513 1.19272 6.76917 0.000
H 5.57973 2.09264 7.63164 0.001
H 6.58438 2.91346 6.44411 0.000
H 5.58436 -0.43841 5.52443 0.000
H 4.50146 -2.08423 4.32393 0.000
H 4.33820 -1.51697 2.66231 0.000
H 2.90172 -1.79007 3.63478 -0.002
H 2.58931 3.57759 2.48649 0.000
H 2.60497 4.36130 4.07869 0.000
H 1.36646 3.16390 3.67941 0.000
H 4.32864 3.63813 5.43591 0.000
```

- lowest unoccupied orbital energy (alpha / beta) (eV) = -2.26 / -3.71
- gap between HOMO and LUMO (alpha / beta) (eV) = 8.04 / 6.62
- ΔE to the lowest compared entry with this formula, charge and spin (kJ/mol) = 67.2
- HOMO level (alpha / beta) (eV) = -10.298 / -10.330
- total charge = +1
- 2S+1 = 6